Density functional theory data (ωB97M-V with the def2-TZVPD basis set) for a molecular structure, C3H7NOS2.

ORCA input file:
```
! wB97M-V def2-TZVPD RIJCOSX def2/J DEFGRID3
* xyz 0 1
C -2.476 0.184 -0.498
C -0.006 0.492 0.210
C 2.250 -0.638 1.458
H -2.004 -0.951 -0.398
H -3.755 0.059 -0.045
H -2.259 0.785 -1.515
H 2.803 -0.838 2.437
H 1.997 -1.696 0.983
H 2.788 -0.093 0.633
H 0.895 0.553 -2.747
N 0.514 0.180 -0.945
O 0.091 0.603 -2.076
S -1.577 1.333 0.665
S 0.739 0.027 1.838
*
```

As for the total energy: -1044.70530 hartree. The lowest unoccupied orbital energy comes out at 0.6 eV.

Atom charges from the Mulliken analysis, given in e for atoms 1 to 8:
1 C -0.726
2 C 0.333
3 C -0.713
4 H 0.239
5 H 0.284
6 H 0.268
7 H 0.284
8 H 0.218

Density functional theory data (ωB97M-V with the def2-TZVPD basis set) for 5 unconnected molecules or ions with the total composition C4H21N2O4S2.

ORCA input file:
```
! wB97M-V def2-TZVPD RIJCOSX def2/J DEFGRID3
* xyz 1 1
N 0.706 -0.810 0.099
C 0.604 -1.622 -1.181
C 0.175 -0.724 -2.335
S -1.625 -0.598 -2.658
S -2.590 -0.409 -0.790
C -2.513 1.386 -0.271
C -1.263 2.190 0.132
N -0.564 1.471 1.197
H 0.099 -1.228 0.809
H 0.485 0.181 -0.050
H 1.667 -0.982 0.424
H -0.140 -2.416 -1.060
H 1.526 -2.166 -1.417
H 0.553 -1.152 -3.278
H 0.600 0.283 -2.233
H -3.335 1.493 0.432
H -2.671 1.823 -1.264
H -0.624 2.216 -0.768
H -1.670 3.166 0.403
H -1.228 1.085 1.869
H -0.070 2.077 1.853
H 1.722 2.261 0.788
H 2.404 0.949 0.606
O 2.003 1.664 0.085
H 3.059 2.140 2.984
H 3.989 2.079 1.828
O 3.550 1.495 2.457
H 0.838 -3.216 2.545
H 0.189 -2.279 3.565
O 0.600 -2.291 2.692
H 3.145 -0.472 2.756
H 2.238 -1.529 2.172
O 2.974 -0.932 1.929
*
```

As for the total energy: -1371.60699 hartree. The lowest unoccupied orbital energy comes out at -2.9 eV.

Atom charges from the Mulliken analysis, given in e for atoms 1 to 8:
1 N -0.040
2 C -0.654
3 C -0.655
4 S -0.056
5 S -0.092
6 C -0.835
7 C -0.385
8 N -0.560

Density functional theory data (ωB97M-V with the def2-TZVPD basis set) for C3H6FNO2 in the gas phase.

ORCA input file:
```
! wB97M-V def2-TZVPD RIJCOSX def2/J DEFGRID3
* xyz 0 1
C 1.687 -0.300 0.181
C -1.032 -1.063 -0.277
C -0.142 -0.094 0.458
N -0.270 1.273 -0.031
O 2.152 0.844 -0.161
O 2.193 -1.360 0.350
F -2.322 -0.547 -0.287
H -1.084 -2.034 0.217
H -0.751 -1.178 -1.329
H -0.273 -0.136 1.537
H -0.891 1.858 0.515
H -0.595 1.273 -0.993
H 1.328 1.465 -0.179
*
```

Its structure (SMILES) is N[C@@H](CF)C(=O)O. As for the total energy: -422.99680 hartree. The lowest unoccupied orbital energy comes out at 0.7 eV.

Atom charges from the Mulliken analysis, given in e for atoms 1 to 8:
1 C 0.480
2 C -0.406
3 C -0.035
4 N -0.640
5 O -0.499
6 O -0.517
7 F -0.292
8 H 0.288

Density functional theory data (ωB97M-V with the def2-TZVPD basis set) for a molecular structure, C10H16Cl2Mg2O8.

ORCA input file:
```
! wB97M-V def2-TZVPD RIJCOSX def2/J DEFGRID3
* xyz 0 1
Mg 1.901 12.904 -7.572
Mg -1.574 14.622 -6.435
C -2.993 15.751 -2.985
C -2.640 15.269 -4.357
O -2.333 16.067 -5.295
O -2.630 14.044 -4.708
H -3.048 16.830 -2.913
H -2.192 15.367 -2.346
H -3.863 15.210 -2.616
C 1.145 13.996 -3.622
C 1.195 13.792 -5.120
O 0.348 14.373 -5.820
O 2.141 13.098 -5.614
H 0.280 14.356 -3.076
H 1.963 14.687 -3.387
H 1.562 13.143 -3.079
C -2.571 15.758 -9.683
C -1.141 15.994 -9.184
O -0.210 16.254 -9.984
O -0.870 15.872 -7.945
H -3.245 16.534 -9.324
H -2.906 14.750 -9.433
H -2.622 15.805 -10.771
C -1.620 11.673 -9.528
C -1.022 12.470 -8.400
O -1.685 13.037 -7.516
O 0.211 12.785 -8.485
H -1.053 10.749 -9.635
H -1.720 12.273 -10.429
H -2.637 11.363 -9.286
Cl 4.110 18.216 -1.167
C 3.704 16.786 -0.174
C 3.274 15.675 -1.141
Cl 2.684 14.352 -0.098
H 2.900 17.039 0.513
H 4.557 16.509 0.440
H 4.139 15.372 -1.724
H 2.490 16.090 -1.768
*
```

As for the total energy: -2313.40457 hartree. The lowest unoccupied orbital energy comes out at -2.8 eV.

Atom charges from the Mulliken analysis, given in e for atoms 1 to 8:
1 Mg 1.011
2 Mg 1.388
3 C -1.029
4 C 1.235
5 O -0.615
6 O -0.697
7 H 0.294
8 H 0.204

Density functional theory data (ωB97M-V with the def2-TZVPD basis set) for a molecular structure, C26H42IInO44S10.

ORCA input file:
```
! wB97M-V def2-TZVPD RIJCOSX def2/J DEFGRID3
* xyz 0 1
In 0.488 18.824 -20.569
C 1.749 20.622 -15.797
C 0.997 20.227 -17.085
C -0.265 21.019 -17.473
O -0.832 20.714 -18.546
C -0.731 22.111 -16.622
C -0.022 22.433 -15.515
C 1.209 21.583 -15.030
O 1.762 21.803 -13.849
O -0.519 23.436 -14.894
O 1.363 19.505 -17.974
H 2.576 20.008 -15.471
H -1.588 22.651 -16.996
I -0.008 15.132 -19.967
C -0.456 18.561 -27.111
C -1.917 18.326 -26.587
O -1.733 18.427 -25.207
S -0.590 17.310 -24.726
O -1.161 15.948 -24.931
O 0.047 17.753 -23.456
O 0.320 17.872 -26.066
H -0.110 19.584 -26.966
H -0.415 18.430 -28.193
H -2.402 17.361 -26.739
H -2.729 18.885 -27.051
C 4.807 16.666 -25.086
C 4.798 15.223 -24.618
O 3.666 15.197 -23.871
S 3.615 16.381 -22.835
O 4.666 16.171 -21.781
O 2.275 16.767 -22.381
O 4.344 17.392 -23.979
H 4.094 16.705 -25.909
H 5.780 16.804 -25.559
H 5.612 14.888 -23.975
H 4.768 14.434 -25.369
C -1.679 11.067 -19.666
C -1.540 9.947 -20.714
O -0.849 8.912 -19.987
S 0.061 9.378 -18.740
O 1.386 9.893 -19.236
O 0.032 8.294 -17.694
O -1.154 10.468 -18.443
H -2.646 11.555 -19.542
H -1.118 11.974 -19.894
H -0.985 10.067 -21.644
H -2.464 9.451 -21.011
C 4.216 11.441 -19.602
C 5.382 12.301 -19.998
O 6.019 12.517 -18.767
S 6.007 11.255 -17.723
O 5.906 11.889 -16.418
O 7.125 10.375 -18.114
O 4.520 10.660 -18.344
H 4.155 10.742 -20.436
H 3.268 11.968 -19.492
H 5.225 13.351 -20.246
H 6.135 11.809 -20.614
C -4.827 14.187 -21.849
C -3.383 13.776 -21.675
O -2.875 14.665 -22.672
S -3.531 16.227 -22.538
O -3.727 16.615 -23.923
O -2.683 17.071 -21.646
O -4.829 15.587 -21.741
H -5.464 13.696 -21.114
H -5.300 13.837 -22.767
H -3.038 12.765 -21.891
H -2.949 14.134 -20.742
C 1.580 12.032 -15.138
C 0.600 12.602 -16.161
O -0.254 13.539 -15.508
S 0.335 13.948 -14.057
O -0.549 13.370 -13.004
O 0.711 15.324 -14.023
O 1.645 12.952 -14.159
H 2.569 11.922 -15.583
H 1.186 11.145 -14.642
H 0.026 11.885 -16.747
H 1.281 13.266 -16.693
C -5.855 18.434 -18.429
C -5.680 16.931 -18.723
O -4.370 16.840 -19.240
S -3.412 18.021 -18.410
O -2.416 18.639 -19.360
O -2.900 17.540 -17.156
O -4.704 19.123 -18.145
H -6.648 18.735 -17.744
H -6.276 19.030 -19.239
H -6.271 16.488 -19.524
H -5.766 16.406 -17.771
C 4.114 14.602 -17.206
C 4.814 15.865 -17.658
O 3.834 16.814 -17.741
S 2.667 16.652 -16.557
O 1.290 16.836 -17.153
O 3.009 17.310 -15.319
O 3.023 15.043 -16.381
H 4.825 14.068 -16.575
H 3.845 13.807 -17.901
H 5.289 15.902 -18.638
H 5.487 16.204 -16.871
C -2.907 14.187 -17.289
C -3.576 13.613 -16.003
O -4.259 12.460 -16.550
S -5.116 12.971 -17.861
O -6.177 13.869 -17.423
O -5.401 12.055 -19.022
O -3.769 13.902 -18.309
H -1.971 13.660 -17.473
H -2.964 15.273 -17.218
H -4.116 14.433 -15.530
H -2.841 13.303 -15.259
C 0.479 12.287 -23.953
C 1.492 12.930 -22.977
O 2.651 12.180 -23.018
S 2.883 11.566 -24.514
O 3.778 10.413 -24.556
O 3.029 12.583 -25.505
O 1.222 11.206 -24.589
H 0.075 12.995 -24.677
H -0.412 11.909 -23.453
H 1.101 12.799 -21.969
H 1.613 13.991 -23.195
*
```

As for the total energy: -8795.42920 hartree. The lowest unoccupied orbital energy comes out at -5.3 eV.

Atom charges from the Mulliken analysis, given in e for atoms 1 to 8:
1 In 1.089
2 C -0.403
3 C 0.411
4 C 0.315
5 O -0.458
6 C -0.151
7 C 0.193
8 C 0.294